# 1
{"formula": "C5H16NS", "method": "the ωB97M-V functional and the def2-TZVPD basis", "total_charge": 1, "relative_energy_ev": 0.823, "lumo_ha": -0.1225, "e_homo_ev": -12.13, "species": ["S", "N", "C", "C", "C", "C", "C", "H", "H", "H", "H", "H", "H", "H", "H", "H", "H", "H", "H", "H", "H", "H", "H"], "positions_angstrom": [[2.16, -1.74, 2.41], [-0.75, 1.42, -0.15], [1.01, -1.17, 1.12], [-1.54, 1.78, -1.37], [0.45, 2.28, 0.07], [-0.47, -1.95, -0.78], [0.51, -2.36, 0.31], [-0.77, -2.82, -1.37], [-0.03, -1.26, -1.50], [0.92, 1.97, 1.00], [-0.45, 0.44, -0.22], [0.13, 3.31, 0.14], [2.44, -0.52, 2.90], [1.12, 2.15, -0.77], [-1.35, 1.48, 0.68], [-2.38, 1.10, -1.45], [-1.87, 2.81, -1.29], [-0.89, 1.67, -2.24], [1.55, -0.48, 0.47], [1.37, -2.85, -0.15], [-1.40, -1.53, -0.37], [0.17, -0.65, 1.59], [0.04, -3.08, 0.98]]}

***

# 2
{"formula": "C34H45Cl16N7", "method": "the ωB97M-V functional and the def2-TZVPD basis", "spin_multiplicity": 2, "total_charge": 1, "lumo_ha": [-0.0947, -0.2541], "e_homo_ev": [-9.65, -9.65], "species": ["Cl", "Cl", "Cl", "Cl", "Cl", "Cl", "Cl", "Cl", "Cl", "Cl", "Cl", "Cl", "Cl", "Cl", "Cl", "Cl", "N", "N", "N", "N", "N", "N", "N", "C", "C", "C", "C", "C", "C", "C", "C", "C", "C", "C", "C", "C", "C", "C", "C", "C", "C", "C", "C", "C", "C", "C", "C", "C", "C", "C", "C", "C", "C", "C", "C", "C", "C", "H", "H", "H", "H", "H", "H", "H", "H", "H", "H", "H", "H", "H", "H", "H", "H", "H", "H", "H", "H", "H", "H", "H", "H", "H", "H", "H", "H", "H", "H", "H", "H", "H", "H", "H", "H", "H", "H", "H", "H", "H", "H", "H", "H", "H"], "positions_angstrom": [[6.19, 1.35, 3.21], [3.65, 0.37, 4.03], [5.82, 0.88, 5.95], [0.78, 2.37, 6.29], [-4.45, -4.84, -1.78], [4.46, 3.10, 4.60], [0.99, 2.88, 3.50], [-6.81, -0.66, 2.81], [-3.41, -2.22, -1.93], [-1.46, 3.47, 4.85], [0.75, 5.10, 5.43], [-5.43, -1.91, 0.61], [-4.43, 0.64, 1.56], [-2.34, -4.12, -3.69], [-4.15, -1.68, 3.39], [-5.01, -3.21, -4.28], [1.92, 3.37, -2.62], [-2.62, 5.08, 0.45], [-4.04, 2.53, -4.41], [3.85, -3.39, -0.64], [3.11, 0.14, -0.70], [-0.59, -5.76, 5.60], [0.35, -0.86, 0.06], [-5.22, -0.87, 2.08], [2.10, -4.74, -0.64], [-3.36, 3.26, -0.59], [-3.86, -3.62, -2.93], [0.74, 5.20, -3.07], [-1.85, 2.81, -4.70], [2.88, -5.02, -1.75], [-1.59, 4.20, 0.28], [-1.99, 3.04, -0.42], [2.81, -3.75, 0.12], [3.57, 0.43, -2.00], [-0.85, -4.19, 3.94], [4.94, 1.45, -0.66], [-0.28, -4.43, 5.17], [-3.13, 3.46, -4.73], [3.93, -4.15, -1.77], [0.11, 0.09, 1.22], [1.91, 5.21, -3.80], [0.56, -0.45, 2.62], [-0.10, -0.29, -1.22], [5.01, 1.47, 4.46], [0.22, 3.47, 4.97], [-3.35, 1.37, -4.07], [0.38, -1.14, -2.35], [-1.62, -5.33, 3.64], [0.76, 4.08, -2.31], [-3.76, 4.42, 0.04], [-2.02, 1.46, -4.20], [3.98, 0.84, 0.09], [-1.39, -6.29, 4.59], [2.70, 4.10, -3.53], [-0.26, -2.22, 0.29], [-1.75, -2.15, 0.75], [4.78, 1.19, -2.01], [-4.68, 4.96, -0.11], [0.60, 1.05, 1.08], [-3.91, 0.51, -3.72], [-1.78, -2.02, 1.83], [-0.65, 4.41, 0.77], [-0.78, -3.29, 3.35], [0.11, 6.07, -3.13], [1.20, -5.23, -0.31], [2.15, 2.44, -2.32], [0.38, 0.40, 3.27], [4.80, -4.04, -2.41], [0.11, 3.69, -1.54], [0.03, -2.84, -0.55], [-0.04, -1.24, 3.08], [-2.19, -1.39, 0.10], [3.67, 3.71, -3.79], [0.47, -3.87, 5.71], [-1.16, -0.03, -1.16], [-0.95, 0.32, 1.26], [-3.54, 4.43, -5.01], [4.52, -2.66, -0.42], [-1.75, -7.31, 4.67], [-2.28, -5.41, 2.79], [-1.45, 2.13, -0.61], [-0.41, -1.88, -2.52], [-0.85, 3.18, -4.87], [5.35, 1.49, -2.87], [2.61, -3.32, 1.10], [1.34, -1.60, -2.12], [3.08, -0.11, -2.79], [-5.02, 2.72, -4.27], [-2.31, -3.08, 0.66], [2.30, -0.34, -0.34], [1.57, -0.85, 2.62], [-4.04, 2.65, -1.17], [-0.21, -6.34, 6.34], [0.27, 0.72, -1.33], [2.77, -5.88, -2.40], [0.23, -2.66, 1.16], [-2.55, 5.95, 0.97], [5.71, 2.07, -0.25], [2.17, 5.94, -4.55], [-1.28, 0.71, -3.98], [3.77, 0.77, 1.14], [0.52, -0.45, -3.18]]}

***

# 3
{"formula": "C37H35BHfN2O7", "method": "the ωB97M-V functional and the def2-TZVPD basis", "relative_energy_ev": 0.000, "lumo_ha": -0.0207, "e_homo_ev": -7.75, "species": ["Hf", "O", "O", "O", "O", "O", "O", "O", "N", "N", "C", "C", "C", "C", "C", "C", "C", "C", "C", "C", "C", "C", "C", "C", "C", "C", "C", "C", "C", "C", "C", "C", "C", "C", "C", "C", "C", "C", "C", "C", "C", "C", "C", "C", "C", "C", "C", "B", "H", "H", "H", "H", "H", "H", "H", "H", "H", "H", "H", "H", "H", "H", "H", "H", "H", "H", "H", "H", "H", "H", "H", "H", "H", "H", "H", "H", "H", "H", "H", "H", "H", "H", "H"], "positions_angstrom": [[-1.90, 0.64, 1.14], [-4.02, 0.17, 0.90], [-0.50, -0.27, 2.52], [-0.01, 1.58, 0.06], [-1.63, 2.34, 2.32], [-1.77, -1.60, 1.36], [-1.08, 4.52, 2.28], [0.58, 0.17, -1.64], [-0.73, -4.28, 1.61], [-2.76, 2.54, -0.03], [-0.59, -2.16, 4.64], [-0.37, -3.58, -0.69], [-1.77, -4.04, -0.99], [1.34, 1.73, -0.19], [-0.70, -2.53, 3.30], [-4.53, 3.83, -3.02], [-4.46, 1.43, -3.07], [-1.65, 3.54, 1.85], [-0.66, -4.84, 3.96], [-2.45, 3.67, 0.57], [-0.97, -1.44, 2.33], [1.74, -2.60, -1.31], [-3.82, 3.82, -1.79], [0.47, -3.05, -1.67], [3.92, 1.69, -1.16], [5.60, 0.73, -2.81], [0.01, -2.90, -3.09], [6.29, 1.29, -0.50], [2.18, -2.66, 0.00], [-0.69, -3.88, 2.94], [-2.78, 4.94, 0.06], [1.36, -3.21, 0.97], [-3.81, 0.07, 2.14], [-3.44, 2.58, -1.22], [-4.95, -0.28, 3.03], [-3.78, 1.38, -1.89], [2.26, 2.55, 0.42], [5.74, 3.12, -2.12], [-0.54, -3.11, 5.64], [-3.46, 5.00, -1.11], [0.10, -3.67, 0.62], [1.67, 0.91, -1.25], [5.37, 1.70, -1.65], [3.55, 2.51, -0.09], [2.95, 0.88, -1.76], [-4.84, 2.67, -3.64], [-0.60, -4.46, 5.29], [-0.48, 0.52, -0.82], [-0.95, -5.25, 1.46], [-4.81, 4.79, -3.44], [-5.38, 2.68, -4.58], [-5.14, 0.57, 3.69], [2.38, -2.18, -2.08], [-3.48, 0.44, -1.47], [1.70, -3.29, 2.00], [-3.74, 5.96, -1.54], [-0.57, -1.10, 4.88], [6.78, 3.14, -2.46], [6.21, 1.96, 0.35], [-4.65, -1.11, 3.67], [4.30, 3.14, 0.37], [5.37, -0.29, -2.53], [-5.85, -0.53, 2.46], [0.82, -2.52, -3.71], [3.17, 0.23, -2.60], [7.33, 1.28, -0.83], [-2.45, -3.65, -0.22], [3.17, -2.30, 0.26], [-0.47, -2.82, 6.68], [-1.86, -5.13, -0.98], [-2.11, -3.69, -1.96], [-0.81, -2.18, -3.16], [-0.57, -5.22, 6.06], [-0.65, -5.89, 3.69], [5.00, 1.00, -3.68], [6.04, 0.28, -0.15], [-4.71, 0.51, -3.59], [1.99, 3.20, 1.24], [-2.46, 5.81, 0.61], [5.63, 3.85, -1.32], [6.65, 0.77, -3.11], [-0.34, -3.84, -3.51], [5.10, 3.43, -2.94]]}

***

# 4
{"formula": "C4H11NO", "method": "the ωB97M-V functional and the def2-TZVPD basis", "smiles": "C=CO.CCN", "relative_energy_ev": 1.812, "lumo_ha": 0.0359, "e_homo_ev": -8.63, "species": ["O", "N", "C", "C", "C", "C", "H", "H", "H", "H", "H", "H", "H", "H", "H", "H", "H"], "positions_angstrom": [[-1.00, 1.46, 1.02], [1.26, 0.87, -0.26], [1.83, -0.36, 0.32], [-2.19, 0.89, 0.66], [1.10, -1.55, -0.32], [-2.52, 0.31, -0.50], [1.65, -0.35, 1.38], [1.53, -1.96, -1.25], [2.92, -0.44, 0.18], [1.07, -2.33, 0.45], [-0.27, 0.92, 0.58], [1.73, 1.73, -0.02], [-3.53, -0.07, -0.43], [1.06, 0.78, -1.24], [0.11, -1.26, -0.69], [-1.90, 0.35, -1.37], [-2.86, 1.00, 1.50]]}

***

# 5
{"formula": "C5H9NO", "method": "the ωB97M-V functional and the def2-TZVPD basis", "relative_energy_ev": 6.215, "lumo_ha": [-0.0265, -0.0263], "e_homo_ev": [-9.43, -9.38], "species": ["O", "N", "C", "C", "C", "C", "C", "H", "H", "H", "H", "H", "H", "H", "H", "H"], "positions_angstrom": [[-1.96, -0.55, 0.39], [-0.10, -0.72, 1.90], [0.86, -0.74, -1.28], [-1.62, 0.02, -0.90], [-0.66, -0.47, 0.80], [1.51, 1.89, 1.14], [-0.14, 0.10, -0.50], [-1.86, -0.68, -1.72], [1.05, -0.30, -2.26], [2.25, 1.07, 1.28], [1.02, 1.92, 2.13], [-0.76, -1.06, 2.61], [0.24, 1.12, -0.37], [0.50, -1.77, -1.42], [-2.13, 0.97, -1.05], [1.81, -0.79, -0.74]]}

***

# 6
{"formula": "C17H16F4I2N2OSYb", "method": "the ωB97M-V functional and the def2-TZVPD basis", "total_charge": 2, "lumo_ha": -0.3362, "e_homo_ev": -13.87, "species": ["Yb", "I", "I", "S", "F", "F", "F", "F", "O", "N", "N", "C", "C", "C", "C", "C", "C", "C", "C", "C", "C", "C", "C", "C", "C", "C", "C", "C", "H", "H", "H", "H", "H", "H", "H", "H", "H", "H", "H", "H", "H", "H", "H", "H"], "positions_angstrom": [[-0.86, 2.60, 3.78], [-1.03, -0.03, 2.66], [-4.62, 0.17, -0.53], [3.24, 0.26, -2.89], [-0.54, -4.25, -0.16], [-1.26, -2.80, 1.28], [-3.50, -3.04, 0.20], [-2.67, -2.31, -1.72], [4.13, 1.07, 0.63], [2.20, 1.10, -2.01], [2.68, -1.21, -2.68], [1.30, 2.63, 0.34], [0.79, -2.18, -1.45], [-2.53, -3.21, -0.72], [1.15, -3.47, -1.95], [-0.59, -0.54, -0.28], [0.06, 1.94, -0.24], [1.35, 0.23, -1.49], [0.24, 0.50, -0.65], [3.51, 2.01, 1.49], [-2.71, 0.93, 0.12], [1.98, 1.87, 1.50], [-1.78, -0.25, 0.58], [1.22, -4.51, -2.54], [-1.12, -3.04, -0.07], [1.62, -1.11, -1.89], [-0.28, -1.92, -0.64], [-3.09, 1.98, 1.16], [3.79, 0.19, 0.82], [1.64, 2.31, 2.45], [3.80, 2.99, 1.13], [-2.27, 1.41, -0.74], [1.75, 0.80, 1.50], [-3.61, 1.54, 2.01], [-2.22, 2.59, 1.45], [2.00, 2.92, -0.43], [-0.31, 2.47, -1.12], [-0.71, 2.03, 0.52], [1.24, -5.47, -2.99], [3.88, 1.84, 2.51], [-2.61, -4.21, -1.14], [0.95, 3.58, 0.77], [-3.79, 2.68, 0.71], [-2.42, -1.10, 0.70]]}